{
  "formula": "C27H48Br2IN4O6",
  "method": "ωB97M-V with the def2-TZVPD basis set",
  "species": ["C", "C", "C", "C", "C", "N", "C", "C", "C", "I", "C", "C", "C", "C", "Br", "C", "C", "Br", "C", "O", "N", "O", "H", "H", "H", "H", "H", "H", "H", "H", "H", "H", "H", "H", "H", "H", "H", "H", "H", "H", "C", "O", "C", "C", "N", "C", "C", "O", "C", "H", "H", "H", "H", "H", "H", "H", "H", "H", "H", "H", "H", "H", "H", "H", "C", "O", "C", "C", "N", "C", "C", "O", "C", "H", "H", "H", "H", "H", "H", "H", "H", "H", "H", "H", "H", "H", "H", "H"],
  "xyz": [[-2.84703, -0.24000, 1.28059], [-1.69760, -0.88841, 1.16445], [-0.70891, -0.90726, 2.29625], [0.40712, 0.09714, 2.15681], [0.41324, 1.05138, 1.16532], [1.41362, 1.95168, 1.01850], [1.27897, 2.86455, -0.14736], [2.04516, 2.27881, -1.35617], [3.42314, 2.88218, -1.59682], [0.79361, 2.38422, -3.09616], [2.45925, 1.98454, 1.86963], [3.53828, 3.00237, 1.73988], [2.51961, 1.02207, 2.89070], [3.69579, 1.02095, 3.78832], [3.51787, 1.91886, 5.43528], [4.82536, 0.42523, 3.42378], [6.08449, 0.38506, 4.22528], [4.87919, -0.45409, 1.74221], [1.49557, 0.09437, 3.03402], [1.57664, -0.85591, 3.99931], [1.24272, -0.37103, 5.39869], [0.19647, 0.07253, 5.45691], [-3.08268, 0.37946, 2.13385], [-3.57710, -0.31926, 0.49096], [-1.51766, -1.42410, 0.24400], [-0.24539, -1.88404, 2.41651], [-1.25516, -0.72235, 3.21527], [-0.40035, 1.08979, 0.46121], [0.22238, 2.89751, -0.36760], [1.60501, 3.86521, 0.09905], [2.17684, 1.22188, -1.15673], [4.15898, 2.31518, -1.02714], [3.72380, 2.80653, -2.63330], [3.50004, 3.90907, -1.25630], [3.30134, 3.78575, 1.03988], [4.45863, 2.50366, 1.45330], [3.72666, 3.43243, 2.71799], [6.12787, -0.48125, 4.87401], [6.92613, 0.40860, 3.54216], [6.13576, 1.30372, 4.79847], [-9.24936, 3.28325, -2.22558], [-8.73864, 3.66973, -0.96322], [-9.48136, 3.18257, 0.14850], [-8.71343, 2.11626, 0.90023], [-8.60845, 0.88520, 0.12586], [-7.67297, -0.09760, 0.66537], [-6.20156, 0.28867, 0.78534], [-5.53048, 0.44472, -0.45284], [-5.69054, 1.70453, -1.08407], [-8.73281, 3.87310, -2.98091], [-9.06734, 2.22341, -2.43550], [-10.32133, 3.48302, -2.29938], [-10.46542, 2.82037, -0.16055], [-9.63513, 4.03096, 0.82073], [-9.23184, 1.90028, 1.83897], [-7.72920, 2.53736, 1.14676], [-8.31932, 1.11562, -0.81514], [-7.73019, -0.97670, 0.01947], [-8.03160, -0.40575, 1.65244], [-5.69926, -0.54279, 1.28783], [-6.04815, 1.16928, 1.42151], [-5.78530, 2.51523, -0.35797], [-6.55245, 1.70736, -1.75419], [-4.80382, 1.88368, -1.69347], [3.28756, -3.92137, -4.99975], [2.85509, -4.18850, -3.67804], [3.40745, -5.36864, -3.10383], [4.39916, -5.03640, -2.00951], [5.61609, -4.44321, -2.55032], [6.50676, -3.86096, -1.54956], [5.97998, -2.71229, -0.69615], [5.75848, -1.50021, -1.40189], [4.52345, -1.40910, -2.08806], [2.65403, -3.12986, -5.39684], [4.32668, -3.57566, -5.02988], [3.18582, -4.80284, -5.63751], [3.85733, -6.00797, -3.86773], [2.57601, -5.91980, -2.65632], [4.66083, -5.95444, -1.47557], [3.88945, -4.36761, -1.30191], [5.36207, -3.71901, -3.20850], [7.38960, -3.49882, -2.08096], [6.84468, -4.66081, -0.88370], [6.75287, -2.47954, 0.04118], [5.08415, -2.98733, -0.12429], [3.72413, -1.94282, -1.56564], [4.60407, -1.78061, -3.11161], [4.25655, -0.35101, -2.14877]],
  "forces_ev_per_angstrom": [[0.0737, -0.1696, -0.4693], [-0.3335, 0.1831, 0.4489], [0.2001, 0.0264, -0.4291], [-0.0523, 0.2705, -0.2488], [0.1125, -0.5596, 0.3912], [-0.1706, 0.2965, 0.2327], [0.1649, -0.5046, -0.3951], [0.0165, 0.2019, 0.2237], [0.1705, -0.2675, 0.2810], [0.0568, 0.0327, 0.0422], [-0.1792, -0.3798, 0.3159], [-0.0668, -0.1753, 0.1969], [-0.2186, 0.6897, -0.0722], [-0.0177, -0.3801, -0.6068], [-0.0588, 0.0982, 0.0263], [0.0747, -0.1055, 0.4325], [-0.0929, 0.5572, -0.6010], [0.1181, -0.0112, -0.0142], [-0.0157, -0.1587, 0.0492], [0.4673, 0.0833, -0.9411], [-0.4832, -0.1612, 1.0146], [0.1738, 0.2556, -0.0815], [-0.1062, -0.0952, 0.2428], [-0.1463, 0.3077, -0.1128], [0.2892, -0.2687, 0.0162], [0.0008, -0.1799, -0.0360], [0.0284, 0.1281, 0.2415], [-0.0607, 0.1370, -0.1636], [-0.1763, 0.1076, 0.0806], [0.0418, 0.1125, 0.1058], [-0.1952, -0.2565, -0.2377], [0.1064, -0.0571, 0.0938], [0.0002, 0.1066, -0.1679], [-0.1397, 0.2792, -0.2457], [0.0892, 0.1457, -0.1036], [0.1703, -0.0131, -0.2333], [-0.0285, 0.1750, 0.1418], [0.0572, -0.1561, 0.0857], [0.2264, -0.2897, 0.0256], [0.0520, -0.0246, 0.3880], [0.1160, 0.0695, 0.0315], [-0.0911, -0.1525, -0.1207], [0.0725, 0.2205, 0.2127], [0.0353, -0.1410, -0.1676], [0.2259, 0.1082, 0.0546], [-0.2138, 0.0189, -0.1661], [-0.0390, -0.2048, 0.1660], [0.0038, 0.1079, 0.0308], [0.1107, -0.1324, -0.1104], [0.0150, 0.0224, 0.0291], [-0.1080, -0.0217, -0.0149], [-0.0197, -0.0345, -0.0116], [0.0376, -0.0915, -0.0636], [-0.0348, -0.0040, -0.0068], [0.0167, -0.0101, 0.0171], [-0.0440, 0.0835, 0.1028], [-0.0697, 0.0056, -0.0452], [0.0364, -0.0484, 0.0524], [0.0422, 0.0249, 0.0366], [-0.0025, -0.0125, -0.0101], [-0.0607, 0.1002, -0.1067], [-0.0843, 0.0031, 0.0153], [-0.0596, 0.1189, 0.0549], [0.0241, -0.0355, 0.0332], [-0.0790, 0.0759, 0.0836], [0.1538, 0.0030, -0.1384], [-0.2242, -0.0675, 0.2110], [0.1406, 0.1260, -0.1251], [-0.1326, 0.1573, 0.1652], [-0.0097, -0.0829, -0.2604], [0.2126, -0.0283, 0.1958], [-0.1922, 0.0359, 0.0867], [0.1510, 0.1423, -0.0040], [-0.0244, -0.0050, 0.0303], [0.0322, -0.0828, -0.0682], [0.0358, -0.0071, -0.0183], [0.0863, 0.0757, -0.0321], [0.0077, -0.0268, -0.0259], [0.0054, 0.0065, 0.0253], [-0.0781, -0.1019, 0.0634], [0.0054, -0.0423, -0.0812], [0.0399, 0.0062, 0.0602], [-0.0316, 0.0159, 0.0535], [0.0097, 0.0188, -0.0207], [-0.0790, -0.0430, -0.1282], [0.0020, -0.0805, -0.0383], [-0.1293, -0.0814, 0.0047], [0.0401, 0.0107, 0.0305]],
  "mulliken_charge": [-0.670, -0.474, -0.454, 0.349, -0.383, 0.154, -1.626, 0.017, -1.221, 0.140, 1.197, -1.660, 0.251, -1.303, 0.007, 0.415, -1.471, -0.145, 0.856, -0.416, 0.272, -0.163, 0.285, 0.243, 0.482, 0.489, 0.305, 0.510, 0.636, 0.622, 0.389, 0.267, 0.429, 0.332, 0.438, 0.289, 0.469, 0.275, 0.429, 0.468, -0.700, -0.344, -0.816, -0.150, -0.288, -1.148, -0.097, -0.434, -0.625, 0.235, 0.293, 0.340, 0.407, 0.396, 0.375, 0.137, 0.081, 0.441, 0.410, 0.320, 0.352, 0.320, 0.163, 0.314, -0.728, -0.319, -0.825, -0.088, -0.293, -1.121, -0.264, -0.417, -0.321, 0.230, 0.303, 0.345, 0.400, 0.392, 0.398, 0.072, 0.082, 0.398, 0.441, 0.397, 0.368, 0.250, 0.226, 0.063],
  "e_tot_ev": -195195.990,
  "orbital_gap_ev": 6.5,
  "fmax_ev_per_a": 1.1,
  "e_lumo_ev": -3.75,
  "charge": 1
}